1.
The following is a DFT calculation (wB97M-V/def2-TZVPD) of C20H46LaP4S as an isolated structure.

Strongest force on any atom ... 3.366 eV/A
Total charge ... +3
HOMO level (spin up / spin down) ... -16.6 / -16.6 eV

Atoms and positions in Å:
La 0.45 -0.80 -0.35
P -0.71 1.61 1.66
P -2.73 -1.06 0.02
P 2.64 1.06 0.22
H 0.86 -2.69 -3.55
C 1.90 -2.50 -3.25
C 2.08 -2.27 -1.81
H 1.29 -2.83 -1.28
C -1.13 3.10 0.67
C -2.23 1.64 2.73
C 0.38 2.42 2.91
C -3.52 -2.38 -0.95
C -3.95 -0.97 1.41
C -3.32 0.43 -0.91
C 4.15 0.73 -0.81
C 3.51 1.19 1.84
C 2.42 2.83 -0.16
H 2.52 -3.25 -3.67
H 3.07 -2.71 -1.63
H -1.47 3.90 1.34
H -1.93 2.87 -0.05
H -0.26 3.44 0.09
H -2.20 2.48 3.43
H -2.30 0.72 3.32
H -3.14 1.72 2.13
H -0.21 3.03 3.61
H 1.13 3.06 2.44
H 0.91 1.66 3.50
H -4.57 -2.36 -0.72
H -3.15 -3.37 -0.64
H -3.35 -2.29 -2.02
H -4.80 -0.33 1.15
H -3.47 -0.56 2.31
H -4.34 -1.97 1.66
H -4.31 0.16 -1.31
H -2.66 0.68 -1.76
H -3.43 1.31 -0.25
H 4.90 1.52 -0.65
H 3.86 0.66 -1.87
H 4.57 -0.24 -0.52
H 4.32 1.92 1.81
H 3.94 0.22 2.11
H 2.82 1.48 2.63
H 3.38 3.33 -0.35
H 1.93 3.37 0.65
H 1.80 2.93 -1.05
C 0.87 -0.17 -4.00
C 0.77 1.08 -4.82
C -0.54 1.78 -4.69
C -1.65 0.96 -4.55
C -1.54 -0.30 -3.95
C -0.31 -0.67 -3.41
S 2.48 -0.87 -4.17
H 1.72 1.59 -4.57
H 0.75 0.75 -5.88
H -0.58 2.84 -4.96
H -2.64 1.30 -4.82
H -2.42 -0.97 -3.95
H -0.33 -1.45 -2.63
C -0.20 -3.40 2.58
P 0.46 -1.69 2.42
C -0.20 -1.10 4.02
C 2.18 -2.04 3.01
H -1.30 -3.37 2.59
H 0.18 -3.84 3.51
H 0.12 -4.02 1.73
H 0.27 -1.70 4.81
H 0.02 -0.04 4.20
H -1.28 -1.26 4.05
H 2.08 -2.65 3.92
H 2.72 -2.61 2.24
H 2.71 -1.10 3.23

Here are the Löwdin charges for atoms 1 to 2, given in e: 1.3555 0.7224

2.
The following is a DFT calculation (wB97M-V/def2-TZVPD) of C5H6N2 as an isolated structure.

Strongest force on any atom ... 0.495 eV/A
HOMO level ... -9.8 eV

Atoms and positions in Å:
N -1.49 -0.65 -1.15
C -0.46 -0.67 -1.85
C -0.59 0.58 -1.13
C 0.25 0.80 0.11
C -0.19 0.04 1.40
C 1.11 -0.66 1.14
N 1.50 -0.03 0.09
H -0.98 1.46 -1.63
H 0.47 1.86 0.25
H -0.24 0.64 2.32
H -1.10 -0.56 1.29
H 1.64 -1.48 1.63
H 0.09 -1.35 -2.49

Here are the natural (NBO) charges for atoms 1 to 2, given in e: -0.3174 0.0766

The evaluated energy for the records listed, in turn: -70308.6536 -8258.9023 eV.